A molecular structure, C24H19AuF6O7P2S2Se. Source: the Open Molecules 2025 dataset; level of theory: wB97M-V/def2-TZVPD.

## Properties
Molar mass: 935.406 g/mol
Calculated total energy: -6068.2589 Eh
E_HOMO (alpha / beta): -0.2271 / -0.2340 Eh
<S²>: 0.7545
Energy above the lowest of the compared OMol25 structures with the same formula, charge and spin: 66.0 kJ/mol
Total charge: -1
Kohn-Sham gap (alpha / beta): 8.2 / 6.8 eV
Spin multiplicity: 2

The geometry in XYZ format:
```
62
C24H19AuF6O7P2S2Se (wB97M-V/def2-TZVPD)
Au 0.762 0.039 0.647
Se -2.383 0.430 1.772
S 3.707 -0.605 0.079
S -3.484 -0.006 -0.961
P 0.895 -2.305 0.622
P 1.051 3.763 -0.420
F 0.672 2.200 0.219
F -0.476 3.851 -0.907
F 2.547 3.545 0.115
F 1.396 5.207 -1.012
F 1.439 3.032 -1.796
F 0.631 4.369 1.003
O 2.514 -0.145 -0.720
O -2.237 -0.254 0.095
O 3.486 -0.426 1.499
O -2.953 1.906 1.610
O -0.783 0.311 2.155
O -3.254 -0.644 2.586
O 4.948 -0.158 -0.476
C 0.486 -3.028 2.220
C -1.029 -4.101 -0.394
C -4.274 -2.468 0.073
C 4.782 -3.045 -0.576
C 3.606 -5.134 -0.432
C -1.145 -2.777 -2.835
C -1.169 -3.352 3.938
C -5.472 -4.074 -1.272
C -4.218 -1.605 -1.016
C -0.326 -2.292 -1.829
C -5.435 -3.198 -2.348
C 2.467 -4.462 -0.019
C -4.885 -3.705 -0.068
C -1.852 -4.577 -1.404
C -0.193 -3.883 4.771
C -4.792 -1.975 -2.229
C 2.474 -3.076 0.126
C 3.646 -2.376 -0.155
C 1.121 -3.975 4.335
C 1.467 -3.542 3.064
C -1.906 -3.919 -2.624
C -0.830 -2.925 2.666
C 4.764 -4.424 -0.714
C -0.262 -2.959 -0.607
H -1.199 -2.251 -3.779
H 5.653 -4.945 -1.046
H -1.002 -4.607 0.563
H 0.261 -1.394 -1.988
H 3.584 -6.211 -0.538
H -2.190 -3.240 4.278
H -5.958 -5.036 -1.368
H -4.719 -1.311 -3.083
H -4.919 -4.378 0.780
H -2.466 -5.451 -1.229
H 1.563 -5.023 0.187
H -1.592 -2.494 2.030
H -2.557 -4.288 -3.406
H 2.498 -3.591 2.737
H 1.886 -4.371 4.991
H -3.858 -2.161 1.026
H -0.454 -4.209 5.770
H -5.887 -3.474 -3.293
H 5.668 -2.464 -0.795
```